12
Properties=species:S:1:pos:R:3:lowdin_charge:R:1 method="wB97M-V/def2-TZVPD" fmax_ev_per_a=2.9 lumo_energy_ev=0.148 orbital_gap_ev=10.51 homo_ev=-10.36 total_energy_ha=-775.5785 relative_energy_ev=2.409
C -0.430 -0.227 -0.550 -0.7275
C 0.108 -0.401 0.774 0.0112
N 0.559 2.310 -3.198 -0.6232
O 0.149 3.305 -3.720 0.0167
O -1.481 -0.677 -0.899 0.0696
O 1.711 1.987 -3.119 0.0299
O 0.249 0.597 -1.301 -0.2396
P -0.651 1.112 -2.569 1.1029
H 1.147 -0.839 0.794 0.1187
H -0.151 0.581 1.237 0.1248
H -0.335 -1.262 1.302 0.0997
H -1.370 2.077 -1.755 0.0170